No. 1
145
Properties=species:S:1:pos:R:3:lowdin_charge:R:1 method="wB97M-V/def2-TZVPD" relative_energy_kcal_mol=0.0 smiles="O=[N+]([O-])c1ccccc1.O=[N+]([O-])c1ccccc1.O=[N+]([O-])c1ccccc1.O=[N+]([O-])c1ccccc1.O=[N+]([O-])c1ccccc1.O=C1OC[C@@H](F)O1.O=C1OC[C@@H](F)O1.O=C1OC[C@@H](F)O1.CCOS(C)(=O)=O.CCOS(C)(=O)=O.CCOS(C)(=O)=O" e_tot_ha=-5738.007009 multiplicity=1
O -0.2735 -1.1659 -5.3455 0.07
N -0.9126 -0.1418 -5.4939 -0.31
O -0.8478 0.7866 -4.7165 0.08
C -1.8673 -0.1161 -6.5963 -0.14
C -2.2077 -1.3126 -7.1875 -0.01
C -3.0761 -1.3289 -8.2778 -0.07
C -3.6883 -0.1550 -8.6758 -0.06
C -3.3932 1.0442 -8.0197 -0.06
C -2.4860 1.0788 -6.9894 0.00
H -1.7379 -2.2283 -6.8582 0.12
H -3.2455 -2.2572 -8.8041 0.11
H -4.4141 -0.3261 -9.4616 0.11
H -3.8184 2.0110 -8.2543 0.11
H -2.2861 2.0022 -6.4632 0.13
O 5.0227 -0.6304 -2.0391 0.10
N 3.9619 -0.7844 -1.4904 -0.33
O 3.1692 0.1145 -1.2743 0.05
C 3.5820 -2.1224 -1.0320 -0.14
C 4.3079 -3.2277 -1.4447 0.01
C 3.9442 -4.5044 -1.0096 -0.04
C 2.9094 -4.6098 -0.0811 -0.06
C 2.3038 -3.4852 0.4695 -0.05
C 2.5460 -2.2493 -0.1279 0.01
H 5.0251 -3.0778 -2.2408 0.12
H 4.4568 -5.3802 -1.3759 0.11
H 2.6267 -5.5213 0.4342 0.11
H 1.5875 -3.6291 1.2639 0.10
H 1.9971 -1.4328 0.3197 0.10
O -1.3178 -2.2194 4.8524 0.06
N -1.7571 -1.1198 5.1622 -0.33
O -2.4091 -0.4061 4.4433 0.07
C -1.5012 -0.6668 6.5358 -0.15
C -1.5467 0.6949 6.7861 0.01
C -1.3066 1.1591 8.0918 -0.05
C -1.0269 0.2483 9.1013 -0.07
C -0.9764 -1.1127 8.8453 -0.06
C -1.1915 -1.5709 7.5499 -0.01
H -1.8975 1.3884 6.0349 0.12
H -1.2305 2.2238 8.2561 0.11
H -0.9044 0.6227 10.1095 0.11
H -1.0364 -1.8157 9.6648 0.11
H -1.1311 -2.6293 7.3359 0.12
O 1.1613 1.0427 1.5810 0.08
N 0.2189 0.2762 1.7120 -0.33
O -0.1096 -0.1553 2.8003 0.05
C -0.3911 -0.1936 0.4889 -0.20
C -1.1916 -1.3246 0.5502 -0.02
C -1.4982 -1.9961 -0.6308 -0.05
C -1.0359 -1.4911 -1.8340 -0.06
C -0.3253 -0.3022 -1.8936 -0.03
C 0.0171 0.3457 -0.7155 -0.01
H -1.2842 -1.8950 1.4673 0.11
H -1.9196 -2.9904 -0.7131 0.10
H -1.2199 -2.0414 -2.7486 0.10
H -0.1001 0.0889 -2.8763 0.07
H 0.5196 1.3002 -0.6688 0.12
O 4.5438 -0.8489 -8.1831 0.07
N 3.7222 -1.0052 -7.3071 -0.36
O 2.9220 -1.9196 -7.2404 0.07
C 3.7233 -0.0359 -6.1890 -0.14
C 2.7570 -0.1302 -5.1989 0.00
C 2.8088 0.7037 -4.0953 -0.07
C 3.9330 1.5313 -3.9721 -0.09
C 4.8708 1.6537 -4.9644 -0.06
C 4.7355 0.9097 -6.1415 0.01
H 1.9019 -0.7904 -5.1732 0.09
H 2.0645 0.6470 -3.3156 0.08
H 4.0430 2.0217 -3.0106 0.11
H 5.5916 2.4530 -4.8537 0.11
H 5.4793 0.9551 -6.9218 0.12
O -3.8249 1.4333 -3.7602 0.20
C -4.1292 0.3876 -4.2038 -0.54
O -5.0226 0.0662 -5.1737 0.06
C -5.2774 -1.3374 -5.1569 -0.03
C -4.2467 -1.8757 -4.1575 -0.32
F -3.4492 -2.8402 -4.6854 0.07
O -3.4807 -0.7649 -3.7941 0.09
H -6.2549 -1.4465 -4.6868 0.14
H -5.1029 -1.6881 -6.1718 0.13
H -4.7870 -2.2114 -3.2684 0.17
O -3.5767 4.6974 2.3109 0.18
C -3.7112 3.5908 1.9184 -0.56
O -2.8200 2.6037 2.1791 0.08
C -3.1597 1.4199 1.4762 -0.06
C -4.6354 1.6921 1.2181 -0.31
F -5.4616 1.2301 2.1837 0.09
O -4.6890 3.0983 1.1236 0.14
H -2.5777 1.1996 0.5805 0.12
H -3.0386 0.5050 2.0614 0.12
H -4.9051 1.2909 0.2377 0.17
O 4.6521 -3.6685 3.4390 0.18
C 3.6212 -3.4308 3.9872 -0.57
O 3.0845 -2.2067 4.0771 0.08
C 1.8965 -2.2664 4.8861 -0.05
C 1.5322 -3.7447 4.7203 -0.31
F 0.7075 -3.8260 3.6348 0.05
O 2.7578 -4.3518 4.4461 0.14
H 1.9695 -1.9585 5.9280 0.14
H 1.1224 -1.6989 4.3762 0.10
H 1.0473 -4.1206 5.6181 0.17
C 1.0898 4.2277 -3.8364 -0.07
C 0.3925 5.2451 -2.9483 -0.29
O -1.0239 5.1098 -3.1473 -0.26
S -1.8648 4.3638 -1.9412 0.64
C -1.7016 5.6049 -0.6182 -0.09
O -3.2276 4.3348 -2.4038 -0.27
O -1.1321 3.1883 -1.5094 -0.30
H 0.8277 4.4449 -4.8744 0.08
H 0.8238 3.1941 -3.6256 0.06
H 2.1687 4.3654 -3.7250 0.08
H 0.7840 4.9980 -1.9576 0.11
H 0.6667 6.2470 -3.2696 0.12
H -2.6287 6.1688 -0.6790 0.07
H -0.7896 6.1890 -0.6407 0.06
H -1.7287 4.9950 0.2848 0.05
C -5.0585 -2.5550 6.2462 -0.07
C -5.3111 -2.7165 4.7405 -0.24
O -4.7865 -4.0471 4.5270 -0.27
S -4.8981 -4.6394 2.9835 0.62
C -3.4963 -3.8950 2.1930 -0.12
O -4.7452 -6.0678 3.0718 -0.27
O -6.1089 -4.1304 2.3777 -0.30
H -4.0736 -2.9080 6.5559 0.07
H -5.8744 -3.0274 6.7884 0.08
H -4.9184 -1.5095 6.5438 0.08
H -6.3506 -2.6166 4.4522 0.12
H -4.5769 -2.0292 4.3078 0.10
H -2.6683 -4.3147 2.7651 0.07
H -3.4430 -2.8132 2.3071 0.06
H -3.5413 -4.1289 1.1334 0.07
C 4.9298 2.0402 1.9551 -0.05
C 5.6786 3.0351 2.8424 -0.29
O 7.0480 2.8576 2.5484 -0.26
S 8.1311 4.0292 2.9089 0.64
C 7.8324 4.1927 4.7084 -0.11
O 9.4301 3.4907 2.6557 -0.27
O 7.6726 5.2569 2.2867 -0.30
H 5.5823 1.2853 1.5216 0.08
H 4.5981 2.5768 1.0571 0.08
H 4.0007 1.6254 2.3409 0.07
H 5.4202 4.0805 2.6510 0.12
H 5.3951 2.7875 3.8734 0.11
H 8.2354 3.3097 5.1992 0.07
H 6.7774 4.3644 4.9084 0.05
H 8.3323 5.0558 5.1482 0.07

No. 2
114
Properties=species:S:1:pos:R:3:lowdin_charge:R:1 method="wB97M-V/def2-TZVPD" e_tot_ha=-2367.518371 multiplicity=1
Y 14.8494 13.9319 12.6643 1.66
C 15.1124 13.8751 16.1639 -0.02
O 14.3779 13.6438 14.9398 -0.30
C 12.9709 13.4995 15.1671 -0.14
C 12.3984 12.2299 15.1460 -0.14
C 13.2569 11.0101 14.8962 -0.05
C 12.9101 10.2964 13.5509 -0.10
C 12.1283 9.1203 13.4881 0.01
C 11.7062 8.6558 12.2946 -0.20
C 12.0906 9.2952 11.0990 0.03
C 12.8142 10.4822 11.0843 -0.12
C 13.0841 11.4442 9.9372 -0.06
C 12.2504 12.6514 10.1666 -0.16
C 10.9119 12.5163 10.2549 0.03
C 10.0098 13.6094 10.3141 -0.14
C 10.5588 14.8804 10.4860 0.05
C 11.9840 15.1011 10.4057 -0.10
C 12.4786 16.5074 10.5520 -0.07
C 12.1323 17.1214 11.9311 -0.14
C 11.2981 18.1614 12.1030 -0.01
C 10.8752 18.6078 13.3121 -0.19
C 11.2926 17.9082 14.4400 0.04
C 12.1468 16.7948 14.3025 -0.13
C 12.6974 16.0196 15.4851 -0.10
C 12.1613 14.6546 15.5130 -0.12
C 10.7984 14.4357 15.6851 0.02
C 10.2304 13.2085 15.5027 -0.16
C 11.0668 12.1184 15.3229 0.02
C 8.7661 12.9982 15.9167 -0.53
C 7.8639 14.1431 15.4565 -0.05
C 8.8092 12.8275 17.4681 -0.04
C 8.1927 11.7028 15.3140 -0.06
C 12.5979 16.4472 13.0514 -0.30
O 13.6185 15.6180 12.9454 -0.23
C 9.8973 19.7412 13.5152 -0.53
C 9.5619 20.4524 12.1459 -0.06
C 8.6002 19.4339 14.2493 -0.03
C 10.6419 20.7928 14.3316 -0.06
C 12.8451 13.9528 10.2571 -0.17
O 14.2759 14.0757 10.2921 -0.28
C 14.7850 14.4803 8.9145 0.04
C 8.4922 13.3691 10.2914 -0.54
C 8.1171 12.5800 9.0435 -0.05
C 7.7081 14.7056 10.1798 -0.05
C 8.2040 12.5996 11.6012 -0.04
C 13.1985 10.9318 12.3592 -0.28
O 13.9424 12.0412 12.4344 -0.24
C 10.8327 7.4367 12.2534 -0.61
C 11.5357 6.4093 11.4122 -0.06
C 9.6320 7.8139 11.5038 -0.07
C 10.4668 6.8245 13.5997 -0.04
H 14.7949 14.8301 16.6843 0.11
H 15.1314 12.8943 16.6661 0.11
H 16.1390 14.1361 15.8103 0.09
H 14.3308 11.1700 14.9875 0.12
H 12.9723 10.2813 15.6476 0.11
H 11.8641 8.6510 14.4523 0.12
H 11.8891 8.8687 10.1455 0.11
H 14.1155 11.7245 9.9113 0.11
H 12.8297 10.9435 8.9863 0.14
H 10.5059 11.5215 10.2615 0.12
H 10.0081 15.8030 10.5771 0.11
H 13.5751 16.4701 10.5196 0.10
H 12.1558 17.2008 9.7633 0.13
H 11.0158 18.7370 11.2053 0.12
H 10.9739 18.1988 15.4266 0.11
H 13.7860 16.0809 15.2947 0.11
H 12.4530 16.5517 16.4829 0.16
H 10.1921 15.3263 15.9952 0.14
H 10.6997 11.1029 15.3651 0.12
H 8.1899 15.1471 15.7739 0.07
H 7.8745 14.2996 14.4043 0.06
H 6.8419 13.9703 15.8198 0.09
H 9.1099 13.7908 17.9088 0.08
H 7.8730 12.5872 17.9514 0.07
H 9.5855 12.1000 17.8426 0.10
H 8.2415 11.5585 14.2321 0.06
H 8.6260 10.8315 15.8110 0.07
H 7.0807 11.6172 15.5367 0.11
H 9.1232 19.8136 11.4415 0.05
H 8.8494 21.2957 12.2498 0.09
H 10.4375 20.9104 11.7263 0.08
H 7.9962 18.8035 13.6519 0.08
H 8.8913 18.9284 15.1691 0.08
H 8.1970 20.4046 14.4642 0.08
H 11.6760 20.8198 14.0379 0.09
H 10.2047 21.8037 14.1471 0.10
H 10.6794 20.5828 15.3426 0.05
H 15.7762 14.0271 8.8380 0.10
H 14.1149 13.9212 8.2853 0.09
H 14.7625 15.5647 8.7417 0.10
H 8.3634 13.1444 8.1373 0.09
H 8.6061 11.6043 9.0318 0.08
H 6.9923 12.5171 9.0078 0.10
H 8.1773 15.2853 9.3485 0.10
H 6.6465 14.6064 10.0232 0.08
H 7.9079 15.2596 11.0710 0.07
H 8.5486 11.5726 11.5445 0.07
H 8.7879 12.9413 12.4312 0.06
H 7.1184 12.5208 11.8517 0.10
H 11.5755 6.6721 10.3840 0.06
H 12.5893 6.2100 11.6733 0.10
H 11.0403 5.4115 11.4460 0.10
H 9.9233 8.0866 10.5252 0.05
H 8.9596 6.8953 11.2931 0.13
H 9.1206 8.6704 11.9414 0.09
H 11.3215 6.4093 14.0495 0.07
H 10.1119 7.6371 14.1880 0.07
H 9.7489 6.0357 13.4073 0.09
N 21.3588 13.2962 13.0923 0.10
C 20.3097 13.3414 13.6011 -0.40
N 19.1830 13.4190 14.2468 0.08
C 18.1333 13.7274 13.6464 -0.38
N 17.1525 14.0148 13.0654 0.00